1.
Entry from the OMol25 dataset: a molecular structure, C28H55CaN4P2SSi2 (the ωB97M-V functional and the def2-TZVPD basis).

The geometry in XYZ format:
```
93
C28H55CaN4P2SSi2 the ωB97M-V functional and the def2-TZVPD basis
Ca -0.052 0.188 0.077
S 0.105 -3.289 -2.842
P 1.934 -0.745 2.540
P 0.158 -2.922 2.529
Si -3.018 1.993 -0.635
Si -1.322 1.507 -3.295
N -2.385 -2.007 1.056
N 2.655 4.483 4.056
N -1.152 5.472 2.107
N 0.154 1.322 2.167
C 0.406 -3.413 0.775
C 0.382 2.434 2.422
C -0.366 -5.049 -2.784
C 5.342 0.515 -1.727
C 0.599 3.743 2.755
C -0.356 4.688 2.394
C -2.866 0.791 -4.188
C 1.839 -0.435 4.356
C -0.783 -4.434 3.093
C 4.010 1.238 -1.980
C 2.843 -2.371 2.625
C -1.105 3.239 -4.111
C 4.083 2.656 -1.390
C -1.489 -2.550 -2.400
C -2.947 1.890 1.278
C 2.003 -0.094 -0.793
C -4.408 0.777 -1.175
C -3.705 3.760 -0.957
C -3.701 -1.087 3.078
C 3.362 0.365 2.195
C 1.728 4.144 3.457
C 2.894 0.520 -1.339
C -2.761 -0.834 4.258
C -2.970 -1.587 1.946
C -1.379 1.593 -1.422
C 0.120 0.419 -3.950
C 1.851 -3.403 3.143
C 3.776 1.329 -3.493
H 3.142 3.181 -1.545
H -3.187 -0.142 -3.738
H -0.693 2.408 -1.147
H -4.789 1.067 -2.148
H -2.260 -1.755 4.545
H -2.451 2.769 1.674
H 1.559 0.605 4.502
H -4.184 -0.154 2.778
H 4.881 3.233 -1.860
H 1.083 -1.073 4.811
H -4.715 3.906 -0.585
H -2.664 0.597 -5.239
H 1.045 -2.672 0.286
H 0.482 -5.609 -3.166
H 2.101 -4.424 2.832
H -1.926 3.890 -3.825
H 3.663 0.334 -3.919
H -3.071 4.495 -0.471
H -3.323 -0.456 5.110
H -5.249 0.770 -0.485
H 4.241 0.106 2.789
H 2.868 1.890 -3.703
H 5.557 0.455 -0.661
H -0.562 -3.412 0.283
H 0.920 0.350 -3.220
H -2.197 -2.714 -3.209
H 4.619 1.826 -3.976
H -3.700 1.484 -4.143
H 3.733 -2.321 3.259
H -1.235 -5.214 -3.419
H -2.007 -0.099 3.986
H 4.272 2.613 -0.319
H -1.747 -4.429 2.584
H 0.845 -4.412 0.720
H 5.313 -0.501 -2.122
H -1.861 -2.973 -1.470
H 2.810 -0.615 4.816
H -0.573 -5.348 -1.760
H -4.034 -0.241 -1.260
H -1.078 3.203 -5.197
H -0.962 -4.363 4.167
H 3.060 1.388 2.420
H -2.395 1.020 1.617
H 6.157 1.054 -2.216
H -4.476 -1.813 3.345
H 0.540 0.831 -4.863
H -0.199 -0.593 -4.178
H -0.187 3.712 -3.777
H 3.166 -2.592 1.603
H 3.580 0.285 1.128
H -3.711 3.985 -2.019
H 1.835 -3.379 4.238
H -0.271 -5.372 2.875
H -1.309 -1.485 -2.273
H -3.939 1.861 1.722
```

Calculated values
* charge: -1
* orbital gap: 0.269 hartree
* ΔE to the lowest compared entry with this formula, charge and spin: 173.9 kJ/mol
* E_tot: -3656.481981 Ha
* HOMO: -5.064 eV

=====

2.
Entry from the OMol25 dataset: 3 unconnected molecules or ions with the total composition C23H44BN2O11P2 (the ωB97M-V functional and the def2-TZVPD basis).

The geometry in XYZ format:
```
83
C23H44BN2O11P2 the ωB97M-V functional and the def2-TZVPD basis
P 4.673 -1.539 -3.523
P -1.429 6.040 2.876
O -0.313 -2.445 -0.602
O 4.879 -3.201 -3.336
O -0.530 4.835 2.983
O 4.634 -0.039 -3.391
O -2.548 -5.904 3.732
O -2.132 7.567 2.857
O 4.906 -1.688 -5.141
O -0.338 -4.911 3.485
O -2.841 5.397 3.428
O 3.036 -1.806 -3.482
O -1.731 5.952 1.251
N -0.925 -0.037 -0.578
N -1.388 -5.476 0.269
C 2.167 -0.840 -2.895
C 3.872 -3.493 -1.105
C 6.209 -1.441 -5.670
C -2.888 -4.811 -1.803
C 5.089 -3.682 -1.996
C -2.995 5.192 4.830
C 1.628 0.123 -3.935
C -2.980 -1.120 2.170
C -5.142 -4.683 -0.264
C -3.204 -2.549 1.668
C -2.051 -4.805 1.437
C -1.826 -3.227 1.334
C -4.217 -4.670 -1.041
C -0.540 8.739 1.382
C -1.241 8.693 2.728
C 7.187 -2.547 -5.314
C -1.258 3.818 0.189
C -1.639 -4.553 -0.891
C -3.006 0.031 2.525
C -3.168 6.500 5.581
C -0.596 -1.137 -0.700
C -1.545 -3.122 -0.242
C -0.830 5.260 0.387
B -1.597 -5.215 2.941
H -2.857 -5.844 -2.211
H 5.962 -3.184 -1.566
H -0.454 3.234 -0.265
H 0.875 -0.367 -4.556
H -0.836 5.776 -0.576
H 2.406 0.475 -4.614
H -0.511 8.670 3.542
H -3.882 4.572 4.965
H -3.819 -2.522 0.739
H 0.188 7.929 1.290
H -3.966 7.097 5.137
H 1.333 -1.383 -2.439
H 5.318 -4.745 -2.077
H -2.130 3.767 -0.466
H 0.191 5.323 0.766
H 2.672 -0.311 -2.085
H -3.305 1.022 2.884
H -3.403 6.315 6.630
H 7.378 -2.569 -4.237
H -1.849 9.590 2.853
H 1.167 0.991 -3.458
H 6.575 -0.472 -5.316
H -3.103 -5.164 1.391
H -3.016 -5.208 4.231
H -0.792 -4.743 -1.591
H -0.431 -4.140 4.072
H -0.005 9.682 1.261
H -2.255 7.100 5.537
H -1.547 3.338 1.125
H 3.705 -2.435 -0.886
H -5.789 -4.405 0.578
H -2.137 4.632 5.219
H -2.318 -2.559 -0.814
H -3.768 -3.081 2.469
H 4.010 -4.011 -0.154
H 8.138 -2.400 -5.826
H 6.782 -3.523 -5.589
H -0.370 -5.445 0.405
H 2.971 -3.872 -1.591
H -1.255 8.630 0.566
H 6.105 -1.378 -6.753
H -1.685 -6.448 0.117
H -0.905 -2.880 1.846
H -2.880 -4.048 -2.612
```

Calculated values
* charge: +1
* orbital gap: 0.290 hartree
* ΔE to the lowest compared entry with this formula, charge and spin: 0.0 kJ/mol
* E_tot: -2547.111001 Ha
* HOMO: -11.437 eV

=====

3.
Entry from the OMol25 dataset: a single C12H15N molecule (the ωB97M-V functional and the def2-TZVPD basis).

The geometry in XYZ format:
```
28
C12H15N the ωB97M-V functional and the def2-TZVPD basis
N -1.526 1.476 -0.228
C 0.214 0.346 1.147
C 0.065 -1.010 1.850
C -1.221 0.408 0.555
C -0.881 -1.803 1.001
C 0.934 0.010 -0.123
C 2.105 -1.057 -2.438
C -1.145 -0.939 -0.274
C 2.206 0.312 -0.432
C 2.845 -0.227 -1.593
C 0.763 -1.451 -2.020
C 0.122 -0.820 -0.933
C -1.615 2.831 0.376
H 3.845 0.202 -1.691
H 0.552 1.140 1.811
H -0.435 -1.010 2.779
H 2.584 -1.396 -3.303
H -0.581 -2.768 0.798
H -1.880 0.219 1.413
H 2.872 0.841 0.224
H 1.138 -1.230 2.088
H -2.100 -1.145 -0.765
H -2.005 3.596 -0.322
H -0.637 3.111 0.818
H -1.906 -1.712 1.608
H -2.240 2.914 1.274
H 0.251 -2.315 -2.672
H -2.325 1.476 -0.948
```

Calculated values
* SMILES string: CN[C@H]1[C@@H]2CC[C@H]1c1ccccc12
* orbital gap: 0.346 hartree
* ΔE to the lowest compared entry with this formula, charge and spin: 287.0 kJ/mol
* E_tot: -520.928044 Ha
* HOMO: -8.443 eV

=====

4.
Entry from the OMol25 dataset: a molecular structure, C16H26B12Br6N5O3S2Tc (the ωB97M-V functional and the def2-TZVPD basis).

The geometry in XYZ format:
```
71
C16H26B12Br6N5O3S2Tc the ωB97M-V functional and the def2-TZVPD basis
Tc -0.878 0.421 0.135
Br 1.522 0.409 -0.426
Br -1.469 -1.154 -1.897
Br -0.072 1.869 -3.643
Br 4.642 -1.398 -1.382
Br 1.443 -3.254 -0.563
Br 3.693 1.791 -3.241
S -0.569 -1.421 1.677
S -0.542 1.853 1.994
O -1.955 1.820 -0.741
O -1.274 -2.748 1.024
O -0.181 -3.950 2.595
N 2.158 1.819 2.536
N -1.440 -0.495 4.064
N -3.115 -1.022 2.754
N 1.021 0.384 3.734
N -1.889 3.153 -0.619
C -3.905 -1.483 1.623
C -1.384 -5.131 0.851
C -1.774 -0.990 2.883
C -1.862 5.867 -0.550
C -0.842 -3.984 1.620
C -0.696 5.159 -0.800
C 3.057 1.134 3.305
C -3.040 3.798 -0.390
C 0.927 1.331 2.796
C 1.850 -2.035 -4.932
C -0.730 3.782 -0.833
C 2.349 0.241 4.036
C -3.047 5.174 -0.344
C 2.515 2.941 1.687
C -2.597 -0.222 4.732
C -3.642 -0.560 3.931
B 2.698 0.145 -3.493
B 2.617 -2.748 -3.591
B 0.912 0.188 -3.664
B 1.915 -0.336 -5.013
B -0.018 -0.298 4.715
B 1.623 -2.251 -2.229
B 0.405 -1.203 -4.626
B 3.274 -1.286 -4.371
B 0.269 -1.274 -2.879
B 0.838 -2.700 -3.744
B 1.673 -0.484 -2.205
B 3.142 -1.367 -2.608
H -3.399 -1.242 0.688
H -2.584 0.190 5.719
H 0.420 -1.367 5.005
H 4.274 -1.359 -4.980
H 2.014 0.222 -6.040
H 1.614 3.326 1.217
H -0.192 0.435 5.639
H -3.978 5.685 -0.162
H 1.913 -2.567 -5.868
H -1.393 -4.915 -0.213
H 0.226 -3.683 -3.936
H -0.778 -6.007 1.066
H -4.054 -2.561 1.678
H -3.910 3.173 -0.270
H 3.182 -3.772 -3.685
H 2.961 3.721 2.304
H 3.228 2.623 0.927
H -2.405 -5.324 1.182
H -4.865 -0.974 1.655
H 4.107 1.343 3.269
H -1.851 6.947 -0.527
H -4.698 -0.515 4.096
H -0.486 -1.214 -5.390
H 2.673 -0.466 4.770
H 0.117 3.154 -1.063
H 0.242 5.660 -0.990
```

Calculated values
* charge: +2
* orbital gap (alpha / beta): 0.242 / 0.239 hartree
* ⟨S²⟩: 2.02
* E_tot: -17744.198051 Ha
* HOMO (alpha / beta): -14.139 / -14.139 eV
* multiplicity: 3

=====

5.
Entry from the OMol25 dataset: 11 unconnected molecules or ions with the total composition C45H85NO10 (the ωB97M-V functional and the def2-TZVPD basis).

The geometry in XYZ format:
```
141
C45H85NO10 the ωB97M-V functional and the def2-TZVPD basis
O 2.403 -4.451 4.902
O -1.987 -0.496 0.981
O -4.099 5.637 4.440
O 5.718 -4.803 -4.366
O -6.945 0.298 -4.827
O 8.568 -0.845 1.454
O -2.324 8.730 -1.040
O -5.449 -6.005 2.470
O -1.239 -4.528 -4.320
O 3.820 1.034 7.489
N 4.333 2.813 -4.735
C -4.875 6.350 6.511
C 2.946 -5.422 4.050
C 3.836 2.707 -5.984
C 0.093 0.056 -0.025
C -4.701 4.826 6.577
C -1.697 -3.184 -4.749
C -2.786 -3.539 -5.813
C -5.989 -4.990 1.620
C -4.023 4.458 5.214
C -7.022 2.380 -3.661
C -2.294 -4.857 -6.317
C 4.136 1.087 6.128
C 0.294 -1.331 0.629
C 4.394 -2.999 -4.996
C -4.345 9.655 -1.014
C -4.471 8.386 -1.881
C -3.213 7.626 -1.479
C 2.413 4.196 -4.130
C 2.078 -6.485 6.030
C -8.173 1.460 -3.248
C -4.880 -7.055 1.738
C 9.478 0.193 1.224
C -2.938 9.966 -1.083
C -5.105 6.528 5.057
C 3.632 3.605 -3.866
C -0.886 -1.210 1.606
C 1.599 -5.113 5.971
C -8.100 0.104 -3.928
C 5.614 0.951 6.137
C 5.991 1.839 7.340
C -6.083 1.328 -4.305
C -5.423 -5.240 0.278
C 7.816 -1.140 0.303
C 4.757 1.867 8.216
C 5.300 -3.390 -6.158
C 7.696 0.288 -0.316
C -1.326 0.594 0.294
C 1.863 3.953 -5.377
C 6.412 -4.029 -5.357
C 3.172 -6.642 4.924
C -4.493 -6.355 0.421
C 4.361 -4.297 -4.135
C 2.581 3.193 -6.265
C 8.621 1.217 0.494
C -1.858 -5.559 -5.032
H 5.742 -0.095 6.415
H -3.628 -5.694 0.488
H -4.901 -4.328 -0.010
H 0.867 4.308 -5.595
H 3.418 -2.656 -5.339
H -3.726 -3.679 -5.278
H -4.916 10.537 -1.305
H -6.215 -5.371 -0.459
H -3.137 -5.232 -6.897
H 9.242 1.828 -0.161
H 4.193 -3.982 -3.105
H 10.409 -0.105 0.742
H 4.173 -6.591 5.353
H -2.592 10.578 -0.250
H -4.680 9.474 0.007
H -4.919 7.527 4.662
H -1.450 1.453 0.954
H -4.599 3.611 4.840
H -7.071 -4.880 1.557
H -8.103 1.391 -2.163
H 4.411 2.195 -6.742
H -8.971 -0.252 -4.478
H -3.930 6.765 6.862
H 4.419 2.902 8.280
H -1.881 0.890 -0.596
H 4.849 -2.162 -4.466
H 0.036 -2.180 -0.004
H 0.878 0.776 0.206
H -2.731 -5.916 -4.487
H 4.947 -4.045 -6.954
H -1.220 -6.439 -5.114
H 2.341 -5.691 3.185
H 6.938 -1.779 0.399
H 3.623 -4.976 -4.562
H -2.988 -2.849 -6.632
H 1.294 -1.423 1.053
H 6.199 2.800 6.870
H 9.790 0.545 2.207
H -0.911 -2.590 -5.215
H -6.482 2.896 -2.867
H 1.231 -7.151 5.864
H -5.320 7.775 -1.573
H 7.088 -3.322 -4.875
H -6.131 6.410 4.710
H 1.877 4.827 -3.437
H -3.346 6.931 -0.650
H -5.724 6.766 7.053
H 2.471 -6.829 6.987
H 4.076 3.784 -2.898
H -4.515 -7.087 -0.387
H -5.530 -4.076 1.997
H -4.658 8.488 -2.950
H 5.882 1.108 5.092
H -3.034 4.000 5.213
H 7.877 0.318 -1.391
H 5.831 -2.552 -6.611
H -2.783 10.546 -1.993
H -1.359 -2.190 1.665
H -5.776 -7.661 1.606
H 3.857 2.094 5.816
H -0.520 -0.791 2.544
H 3.896 -5.116 3.614
H 8.051 1.870 1.155
H 3.134 -7.597 4.401
H 2.156 3.078 -7.251
H -2.098 -2.688 -3.865
H -2.762 7.123 -2.335
H 1.980 -4.565 6.833
H -4.112 -7.718 2.138
H -5.355 0.902 -3.615
H 6.949 1.564 7.780
H -9.130 1.943 -3.441
H 8.473 -1.793 -0.273
H -5.655 4.312 6.690
H -4.050 4.563 7.411
H 4.892 1.425 9.203
H 0.522 -5.022 5.829
H -7.830 -0.776 -3.344
H -1.480 -4.710 -7.026
H 3.807 0.378 5.368
H 6.649 0.512 -0.114
H -5.350 1.708 -5.017
H -7.240 3.072 -4.474
H 7.121 -4.705 -5.834
H 0.013 -0.070 -1.105
```

Calculated values
* SMILES string: c1ccncc1.C1CCOC1.C1CCOC1.C1CCOC1.C1CCOC1.C1CCOC1.C1CCOC1.C1CCOC1.C1CCOC1.C1CCOC1.C1CCOC1
* orbital gap: 0.348 hartree
* ΔE to the lowest compared entry with this formula, charge and spin: 491.8 kJ/mol
* E_tot: -2572.366180 Ha
* HOMO: -9.297 eV